# 1
{"formula": "C24H21N5O5V", "method": "ωB97M-V/def2-TZVPD", "symbols": ["C", "O", "H", "N", "H", "C", "C", "O", "H", "H", "H", "C", "O", "C", "H", "O", "C", "C", "V", "H", "H", "C", "C", "H", "H", "C", "C", "C", "C", "H", "C", "C", "C", "H", "C", "O", "C", "C", "C", "H", "H", "H", "N", "N", "C", "C", "H", "N", "H", "H", "H", "C", "H", "C", "H", "N"], "coordinates": [[0.1590, -1.6058, 4.6945], [1.4264, 1.2641, 0.6836], [-1.5287, -1.5200, -4.8885], [-1.2971, -1.1006, -1.5658], [-0.0346, -1.5945, 5.7598], [-0.3022, 3.8675, -1.5972], [-2.3686, 0.8550, 3.4740], [1.4399, 0.5482, -1.7590], [1.7324, -3.0230, 4.8143], [2.3934, 3.8823, 0.3331], [-2.5858, 1.4188, 1.3832], [-1.5244, 2.9355, -1.4231], [-1.3462, 1.8381, -0.7877], [-0.4075, -0.7554, 2.4717], [-1.7595, -2.4697, -0.0991], [-2.5868, 3.3359, -1.8784], [-2.3955, -4.0208, -4.3781], [2.6215, -3.1058, 0.8325], [-0.1759, 0.2475, -0.2744], [0.5848, 1.6806, -3.2503], [-1.8511, 0.1014, 5.4082], [1.3977, -2.3909, 2.7688], [-1.6542, 0.0739, 4.3436], [1.9966, -2.1313, -0.9982], [-2.4702, -4.2431, -1.6988], [0.6420, -1.5705, 1.9189], [-2.0722, 0.7987, 2.1084], [1.1045, 2.4189, 1.1899], [-0.6392, -0.7653, 3.8514], [0.7618, 4.4601, 0.6506], [-1.2599, -0.8369, -2.8734], [2.4071, -3.1743, 2.1857], [-1.7325, -2.2995, -1.1679], [-0.2387, 4.0905, -2.6666], [1.3312, 3.6191, 0.2521], [0.6811, 2.5891, 2.3215], [1.5434, 1.5928, -2.7334], [1.9172, 2.9270, -2.0896], [1.8332, -2.2410, 0.0679], [2.3050, 1.3204, -3.4706], [-0.9395, 0.1593, -3.1459], [-0.5747, 4.8109, -1.1123], [0.8755, -1.4988, 0.5863], [-2.6799, -4.8242, -5.1477], [-1.5973, -1.7649, -3.8390], [1.1292, -2.3888, 4.1770], [3.3929, -3.6914, 0.3533], [0.9697, 3.3985, -1.1251], [2.0532, 3.6471, -2.9137], [3.0096, -3.8194, 2.8133], [1.8558, 0.9085, -0.9293], [-2.0357, -3.0167, -3.4192], [-3.1423, 1.5239, 3.8218], [-2.1204, -3.2851, -2.0545], [2.8901, 2.8143, -1.6022], [-1.1336, 0.0098, 1.6237]], "forces_ev_per_angstrom": [[0.06, -0.06, 0.01], [-0.17, -0.18, -0.01], [-0.02, 0.01, 0.00], [0.05, -0.01, 0.07], [0.01, -0.01, 0.01], [-0.06, -0.12, -0.02], [0.01, -0.03, 0.08], [0.13, 0.02, 0.00], [-0.01, 0.00, 0.02], [0.00, -0.01, -0.02], [0.01, -0.01, -0.01], [0.05, 0.38, -0.06], [0.06, -0.48, 0.07], [-0.17, 0.06, 0.16], [0.01, 0.01, 0.00], [0.00, -0.11, 0.00], [-0.05, -0.11, -0.12], [0.03, -0.04, 0.08], [0.20, 0.16, 0.02], [-0.01, 0.02, 0.02], [0.00, 0.00, 0.00], [-0.05, 0.05, -0.08], [-0.02, 0.03, -0.03], [0.00, 0.01, 0.00], [0.00, 0.00, 0.01], [0.15, -0.12, 0.04], [0.01, 0.01, -0.06], [0.01, 0.21, 0.03], [0.01, 0.01, -0.13], [0.00, 0.00, 0.01], [-0.01, 0.06, -0.05], [0.00, 0.01, -0.05], [-0.02, -0.01, -0.07], [0.01, 0.02, 0.00], [-0.05, -0.09, 0.00], [0.00, -0.03, -0.04], [0.04, 0.09, 0.00], [-0.04, -0.02, -0.04], [-0.05, 0.05, -0.07], [-0.03, -0.03, 0.00], [-0.01, 0.00, 0.00], [0.01, -0.02, 0.02], [-0.15, 0.19, 0.06], [0.01, 0.00, 0.01], [-0.12, -0.09, 0.05], [-0.05, 0.03, 0.07], [0.00, 0.00, 0.00], [0.04, 0.04, 0.05], [0.00, 0.00, 0.01], [0.01, 0.00, 0.00], [-0.03, -0.05, 0.00], [0.06, 0.14, 0.17], [0.00, 0.00, 0.01], [0.00, 0.02, -0.09], [0.00, 0.00, 0.00], [0.14, 0.01, -0.11]], "lowdin_spin": [-0.001, 0.024, -0.001, 0.015, 0.000, 0.002, -0.001, 0.019, 0.000, 0.000, 0.001, 0.008, 0.042, 0.012, 0.002, 0.009, 0.002, 0.001, 2.688, 0.000, 0.001, 0.001, 0.019, 0.001, -0.001, 0.009, 0.022, 0.003, 0.001, 0.000, 0.023, 0.013, 0.023, 0.000, 0.001, 0.000, 0.004, 0.001, 0.016, 0.000, 0.002, 0.000, 0.010, 0.009, -0.003, -0.002, 0.000, 0.002, 0.000, 0.001, 0.002, 0.018, 0.000, -0.004, 0.000, 0.006], "s_squared": 3.76, "energy_ev": -68608.0368, "homo_lumo_gap_ev": [6.1591, 6.6380], "mol_weight_da": 510.4, "e_homo_ev": [-6.9, -7.4], "multiplicity": 4}

***

# 2
{"formula": "C24H21NP2ReSbSe4Te", "method": "ωB97M-V/def2-TZVPD", "symbols": ["H", "H", "H", "C", "Te", "H", "C", "C", "Se", "H", "C", "Re", "H", "Se", "C", "C", "C", "Se", "H", "Se", "H", "C", "H", "H", "H", "H", "H", "C", "H", "H", "C", "C", "C", "C", "H", "C", "H", "C", "C", "H", "C", "P", "H", "C", "C", "C", "N", "C", "P", "C", "C", "H", "Sb", "C", "H"], "coordinates": [[-2.0294, 6.0794, -0.5109], [4.5834, 0.4250, 0.4007], [1.2920, -5.4373, -0.2818], [-2.3512, -0.1540, 4.5366], [-2.5839, -1.7659, -1.0336], [3.0714, -2.9433, 2.7064], [-3.2550, -1.1665, 4.8238], [1.6657, 0.9749, -1.2122], [1.1014, 1.2583, -6.3889], [-0.1215, 5.2457, 0.8270], [-0.1608, 3.3015, -0.0582], [-0.9778, -0.6691, -2.7735], [-2.3491, 2.2990, -2.4597], [-0.9754, -2.5477, -7.1307], [-0.7874, 2.4574, -0.9845], [1.2635, -2.2078, 1.8350], [3.9012, 0.7408, -0.3760], [0.7285, -1.9101, -3.4743], [0.7026, 2.9634, 0.5051], [-2.3119, 0.2325, -4.3389], [5.4528, 1.4701, -1.6554], [2.2994, -4.2816, 1.2153], [3.9013, 2.2153, -3.4259], [2.1524, 0.1070, 0.6919], [-4.1953, -2.9690, 4.1319], [-2.1614, 0.6285, 5.2574], [-3.1229, 4.6026, -2.1557], [-1.6808, 5.0644, -0.6403], [-0.8406, 0.9925, 1.0928], [-0.9587, 0.6390, 3.1338], [0.2495, -2.4453, 0.9008], [-3.4924, -2.1800, 3.9040], [4.3881, 1.3292, -1.5319], [-0.6121, 4.5956, 0.1161], [-3.7755, -1.1692, 5.7714], [-2.2952, 4.2360, -1.5657], [-0.5284, -3.8145, -0.5758], [1.2862, -4.5283, 0.3025], [3.5148, 1.7464, -2.5319], [-3.0215, -2.9785, 1.9812], [-1.9282, -1.1559, 2.3937], [-0.1121, 0.7868, -1.0767], [1.4758, 1.8997, -3.1591], [-2.8301, -2.1796, 2.6900], [0.2579, -3.6121, 0.1415], [2.1531, 1.5693, -2.3776], [-0.4111, 0.2536, 0.5416], [2.2872, -3.1218, 1.9840], [-1.0741, -1.2511, 0.8352], [-1.8512, 2.9327, -1.7386], [-1.6808, -0.1458, 3.3234], [1.2468, -1.3215, 2.4585], [-0.1324, -0.6537, -6.1727], [2.5345, 0.5609, -0.2099], [3.0990, -4.9979, 1.3386]], "forces_ev_per_angstrom": [[0.00, 0.02, 0.00], [0.01, -0.01, 0.02], [0.00, -0.02, -0.02], [0.01, -0.01, -0.04], [0.38, -0.02, -0.21], [0.00, 0.02, 0.01], [0.00, -0.01, 0.00], [0.03, -0.06, 0.01], [0.21, 0.24, -0.02], [0.01, 0.01, 0.01], [0.10, -0.02, 0.00], [-0.07, -0.18, 0.42], [0.03, 0.00, 0.02], [-0.09, -0.22, -0.13], [0.16, 0.07, -0.02], [-0.01, 0.02, 0.06], [-0.01, 0.00, -0.01], [-0.17, 0.00, 0.15], [0.00, -0.03, -0.01], [0.11, 0.09, -0.12], [0.02, 0.01, -0.01], [-0.03, 0.03, 0.00], [0.00, 0.01, -0.02], [-0.02, -0.02, 0.04], [0.00, -0.01, 0.01], [0.00, 0.01, 0.02], [-0.02, 0.00, -0.02], [0.01, -0.03, 0.01], [0.04, -0.01, 0.02], [0.01, 0.00, -0.01], [0.04, -0.05, 0.05], [0.00, 0.01, 0.01], [0.01, 0.00, 0.00], [-0.07, 0.05, -0.03], [-0.01, 0.00, 0.01], [0.01, 0.01, 0.03], [0.01, 0.02, 0.03], [0.03, -0.01, 0.00], [0.02, 0.00, 0.01], [0.02, 0.01, -0.01], [0.02, 0.03, 0.07], [-0.22, 0.11, 0.01], [-0.02, -0.01, 0.01], [-0.04, -0.02, -0.04], [-0.04, 0.03, -0.08], [-0.01, -0.01, -0.01], [-0.09, 0.03, -0.11], [0.05, -0.06, -0.01], [-0.09, -0.02, -0.06], [-0.13, -0.08, -0.03], [0.02, 0.01, 0.01], [-0.03, 0.03, 0.00], [-0.20, 0.05, 0.02], [-0.01, 0.01, -0.04], [0.03, -0.03, 0.01]], "lowdin_charge": [0.122, 0.117, 0.120, -0.045, 0.738, 0.121, -0.032, -0.390, 0.138, 0.120, -0.087, -0.151, 0.027, 0.158, -0.347, -0.090, -0.047, 0.266, 0.114, 0.238, 0.120, -0.033, 0.118, 0.080, 0.122, 0.121, 0.119, -0.037, 0.065, 0.104, -0.364, -0.041, -0.041, -0.045, 0.123, -0.047, 0.051, -0.048, -0.048, 0.100, -0.362, 0.793, 0.085, -0.091, -0.119, -0.108, -0.321, -0.044, 0.609, -0.092, -0.077, 0.112, 0.060, -0.076, 0.122], "charge": 2, "energy_ev": -322629.9491, "homo_lumo_gap_ev": 6.3461, "mol_weight_da": 1136.8, "e_homo_ev": -14.0}

***

# 3
{"formula": "C24H22BCl2N2O4S2", "method": "ωB97M-V/def2-TZVPD", "symbols": ["O", "Cl", "H", "H", "H", "C", "S", "C", "C", "S", "C", "H", "C", "H", "C", "H", "O", "N", "C", "H", "H", "C", "H", "C", "C", "H", "H", "H", "Cl", "H", "H", "O", "O", "C", "C", "C", "C", "H", "H", "H", "C", "H", "C", "C", "C", "H", "B", "C", "C", "C", "C", "H", "N", "C", "H", "C", "H"], "coordinates": [[-1.1248, 1.6710, -0.6086], [4.7796, 0.3286, 4.1045], [-3.0894, -0.4225, 0.3429], [-0.9607, 1.5508, 1.9364], [-3.3656, -2.9517, 1.0596], [-1.1455, -0.9607, -0.4799], [-0.5011, -0.0753, -4.0319], [-1.7081, 0.6233, -5.0802], [-1.2633, -4.8036, 0.4758], [-0.2011, -2.4109, -0.5638], [1.2936, 2.6353, -2.0767], [1.7330, 3.6002, -1.7959], [2.5765, 1.6969, -0.1564], [-0.1640, 4.2376, -0.5411], [-1.5654, 0.6679, -6.5553], [-0.8716, 3.8863, 1.0590], [0.8284, 0.4216, -1.2691], [-1.1152, -3.6370, 3.5235], [-2.5298, 1.0388, -2.9094], [-0.4006, -4.9881, 1.1289], [-1.1268, -5.3510, -0.4657], [-0.1710, -2.9401, 3.4903], [-2.1537, -5.1740, 0.9903], [-1.4170, -3.3559, 0.2234], [-2.3415, -1.1845, 0.1592], [-1.4981, -0.3444, -6.9734], [2.5979, 0.9658, 0.6574], [3.3588, 1.4408, -0.8799], [4.7962, -2.8247, 4.7337], [-3.2399, 1.4243, -2.1901], [0.1265, 0.3228, 1.2749], [2.2789, -4.0897, 3.8190], [2.0491, 1.2838, 3.7930], [-2.7314, 1.1675, -4.3289], [-0.0489, 3.6492, 0.3744], [-0.0100, 2.1533, 0.1054], [1.2191, 1.7208, -0.8550], [0.2951, 2.8120, -2.4958], [1.9323, 2.1936, -2.8512], [-0.6602, 1.2264, -6.8273], [0.0029, 1.4093, 1.4265], [0.8866, 3.9320, 0.8759], [0.9030, -0.7694, 3.6083], [3.4058, -0.6683, 3.9754], [3.4525, -2.0244, 4.0789], [-3.5891, 1.6716, -4.7661], [-0.5974, 0.4208, -1.1359], [-0.3199, -0.1188, 3.9422], [-1.3489, 0.4124, -2.5929], [2.2629, -2.8611, 3.7744], [-2.4988, -2.5594, 0.5426], [2.8181, 2.6906, 0.2501], [-1.3072, 0.4364, 4.2324], [2.1164, 0.0456, 3.7846], [0.7873, 1.7530, 2.1113], [0.9994, -2.1401, 3.5702], [-2.4341, 1.1651, -6.9941]], "forces_ev_per_angstrom": [[0.90, 0.67, 0.97], [-0.04, -0.12, 0.20], [0.15, 0.05, -0.09], [0.21, 0.03, -0.32], [-0.03, -0.05, 0.01], [-0.02, 0.58, 0.97], [-0.86, 0.65, -0.03], [-0.71, 0.29, 1.00], [0.17, -0.37, 0.09], [-0.49, 0.17, 0.27], [-0.02, 0.37, 0.00], [-0.07, -0.01, -0.08], [-0.04, 0.05, 0.00], [-0.02, -0.13, 0.14], [0.16, -0.18, -0.24], [0.05, -0.02, -0.14], [1.06, 0.71, 0.76], [2.36, 1.84, -0.11], [0.45, -0.45, -1.04], [-0.11, -0.19, -0.16], [-0.01, -0.07, 0.24], [-2.63, -2.10, 0.28], [0.11, -0.08, -0.09], [-0.93, 1.03, 0.06], [0.63, -0.93, -0.18], [0.06, 0.19, -0.11], [-0.03, 0.04, -0.09], [-0.09, -0.06, 0.09], [0.31, -0.23, -0.30], [0.23, 0.04, 0.15], [-0.03, 0.31, -0.09], [0.19, 2.03, -0.16], [0.41, -2.82, 0.39], [0.72, -0.49, -0.02], [-0.07, 0.02, 0.03], [0.79, -0.09, -0.33], [-0.46, 0.28, 0.53], [0.20, -0.13, 0.05], [-0.16, -0.07, 0.18], [-0.17, -0.14, -0.17], [0.40, -0.13, 0.67], [-0.15, 0.08, -0.13], [0.11, -1.79, 1.18], [0.10, -0.90, -0.21], [-0.07, 1.16, 0.28], [0.10, -0.07, -0.08], [-2.54, -1.73, -2.16], [-2.49, 1.32, -0.05], [0.04, 0.35, -0.57], [0.35, -1.94, 0.33], [0.69, -0.23, -0.17], [-0.08, -0.23, -0.04], [2.14, -1.33, -0.38], [0.22, 2.93, -0.53], [-0.20, 0.08, -0.29], [-0.90, 1.79, -0.48], [0.09, -0.02, -0.03]], "lowdin_charge": [0.047, 0.780, 0.108, 0.092, 0.095, -0.387, 1.049, -0.619, -0.150, 1.058, -0.019, 0.078, -0.010, 0.081, -0.143, 0.087, 0.020, 0.252, -0.138, 0.055, 0.069, -0.119, 0.071, -0.646, -0.128, 0.065, 0.072, 0.085, 0.775, 0.102, 0.087, 0.119, 0.091, -0.154, -0.009, -0.485, -0.473, 0.097, 0.090, 0.066, -0.029, 0.084, -0.066, -0.595, -0.601, 0.091, -1.033, -0.151, -0.370, -0.341, -0.158, 0.084, 0.237, -0.337, 0.067, -0.058, 0.068], "charge": -1, "energy_ev": -83808.1923, "homo_lumo_gap_ev": 2.9719, "mol_weight_da": 548.3, "e_homo_ev": -4.1}